Molecular formula: C6H13N
Method: DFT, ωB97M-V with the def2-TZVPD basis set

Geometry as XYZ:
```
20
Properties=species:S:1:pos:R:3
C -2.127 -1.242 1.459
C -1.175 -0.493 0.513
C 0.058 -1.356 0.174
N 1.682 0.348 0.141
C 1.218 -0.756 -0.661
C 1.508 1.564 -0.152
C 0.951 2.256 -1.367
H -1.644 -1.478 2.416
H -2.466 -2.189 1.022
H -3.021 -0.650 1.688
H -1.729 -0.204 -0.390
H -0.874 0.441 1.006
H -0.284 -2.309 -0.247
H 0.542 -1.582 1.132
H 1.030 -0.527 -1.728
H 2.044 -1.482 -0.660
H 1.836 2.246 0.636
H 1.721 2.937 -1.747
H 0.628 1.601 -2.180
H 0.101 2.875 -1.056
```

The value obtained for the energy relative to the best compared isomer or geometry (same formula, charge and spin) is 0.5602 eV. Its HOMO energy is -0.33852 hartree. The calculation puts the calculated total energy at -291.138162 Ha. Its largest force on an atom is 0.609 eV/Å. Its structure (SMILES) is C/C=N\CCCC. Its multiplicity is 1.